1.
Below is C24H43BrP2Rh as an isolated structure, with properties calculated with wB97M-V/def2-TZVPD.

```
71
Properties=species:S:1:pos:R:3:forces:R:3:lowdin_spin:R:1
Rh -2.1045 1.0530 -0.0868 1.3160 -1.9253 3.0522 2.0172
C -2.0134 2.9927 -1.1891 0.0320 0.5184 -1.4996 0.1679
C -2.0628 1.8736 -2.1126 -1.2996 1.9400 -0.9433 0.1739
C -4.0173 1.8503 -0.8292 -0.6581 1.7261 -0.8302 0.1694
C -3.1918 2.9665 -0.3912 -1.4165 0.3580 -0.4832 0.1553
C -3.3273 1.2040 -1.9060 -0.4626 0.4571 -0.9660 0.1556
C -0.9633 4.0623 -1.1658 -0.0283 -0.0857 0.0117 0.0188
H -0.0460 3.7334 -1.6605 -0.1267 0.0571 0.0638 0.0007
H -0.7135 4.3603 -0.1439 -0.0161 0.0091 -0.0765 0.0024
H -1.3177 4.9561 -1.6970 0.0542 -0.1637 0.1304 0.0081
C -3.5682 3.9324 0.6880 0.0008 0.0778 -0.1292 0.0184
H -2.6892 4.4534 1.0766 -0.1150 -0.0423 -0.0348 0.0002
H -4.0444 3.4085 1.5221 0.0161 0.1769 -0.1699 0.0035
H -4.2685 4.6862 0.3040 0.1189 -0.1347 0.0638 0.0081
C -5.3726 1.5195 -0.2853 0.0873 -0.1003 -0.0267 0.0215
H -6.1457 2.1711 -0.7156 0.1949 -0.1009 0.0577 0.0094
H -5.3875 1.6413 0.8023 -0.0500 0.0220 -0.1823 0.0038
H -5.6443 0.4841 -0.5101 0.0003 0.1251 0.0198 0.0007
C -3.8825 0.1138 -2.7717 0.0293 0.0202 0.0533 0.0158
H -4.5521 0.5402 -3.5306 0.1128 -0.0901 0.1497 0.0066
H -4.4610 -0.6105 -2.1915 0.0322 0.0533 -0.0647 0.0017
H -3.0888 -0.4214 -3.2989 -0.0908 0.0541 0.0479 0.0006
C -1.1120 1.6222 -3.2443 0.1845 -0.1867 0.3041 0.0349
H -1.4826 2.0617 -4.1817 -0.0175 -0.0920 0.2603 0.0138
H -0.9710 0.5503 -3.4113 -0.0073 0.0732 -0.0758 0.0035
H -0.1302 2.0585 -3.0410 -0.1309 -0.0491 -0.0614 0.0006
C 4.7994 -1.1116 2.1884 -0.0227 0.1617 -0.3293 0.0003
C 5.2028 -0.5201 1.0577 -0.1919 -0.1318 0.2755 0.0003
C 5.7629 -1.1185 -0.2060 0.0485 -0.1586 -0.0606 0.0000
C 5.5379 -2.6293 -0.4357 0.0833 0.1093 0.0499 0.0000
C 4.0775 -3.0103 -0.4783 -0.2652 0.0264 0.2550 0.0000
C 3.2516 -3.2823 0.5392 0.2285 0.1543 -0.2802 0.0001
C 3.5115 -3.3045 2.0225 0.1722 -0.0131 0.0969 0.0001
C 4.7782 -2.5817 2.5319 -0.0707 -0.1171 -0.0457 0.0000
H 6.8434 -0.9100 -0.2526 -0.2106 -0.0292 0.0171 0.0000
H 6.0802 -3.2069 0.3149 -0.0799 0.0643 -0.1654 0.0000
H 5.3257 -0.5708 -1.0528 0.0624 -0.0629 0.0995 0.0000
H 5.6719 -3.0908 2.1668 -0.1397 0.0887 0.1096 0.0000
H 4.4033 -0.4555 2.9639 0.0907 -0.0420 -0.0698 0.0000
H 5.1207 0.5671 1.0250 0.0446 -0.1068 0.0443 0.0001
H 4.7978 -2.6829 3.6235 0.0110 0.0124 -0.1768 0.0000
H 2.6368 -2.8601 2.5179 0.0788 -0.0496 -0.0266 0.0001
H 2.2226 -3.5282 0.2740 0.0900 -0.0388 -0.0179 0.0001
H 3.5386 -4.3509 2.3657 -0.0176 0.1948 -0.0692 0.0000
H 5.9915 -2.8863 -1.4003 -0.0758 0.0296 0.1626 0.0000
H 3.6411 -3.0363 -1.4771 0.0374 -0.0404 0.1148 0.0000
P 0.0322 0.9124 0.6691 3.5291 0.0520 1.0882 0.1509
P -2.0231 -1.2003 0.1001 -0.3166 -3.5561 0.2561 0.1583
C 0.4827 -0.8358 1.1700 -0.3321 0.2062 -0.2080 0.0057
C -0.7918 -1.6518 1.4091 -0.1549 0.3092 -0.1101 0.0047
H 1.1349 -0.8261 2.0502 -0.0629 0.0786 -0.1653 0.0019
H 1.0578 -1.2646 0.3402 -0.0050 0.0691 0.1163 -0.0002
H -0.5952 -2.7303 1.4206 -0.1013 0.1645 -0.0431 0.0022
H -1.2579 -1.3637 2.3566 0.0734 -0.1160 -0.0410 0.0003
C -3.5377 -2.0888 0.6359 0.1852 0.0358 0.1273 0.0383
H -4.3259 -2.0453 -0.1240 0.2222 -0.0194 0.1084 0.0007
H -3.9105 -1.6439 1.5635 0.0675 -0.0273 -0.1859 0.0025
H -3.2563 -3.1268 0.8310 -0.1895 -0.0340 -0.0696 0.0080
C -1.4694 -2.2334 -1.3251 0.0537 0.2071 0.0294 0.0418
H -1.1574 -3.2308 -0.9954 -0.0455 0.1756 -0.0105 0.0078
H -0.6339 -1.7397 -1.8292 -0.0088 -0.1338 0.0002 0.0006
H -2.2861 -2.3389 -2.0437 0.0731 0.0539 0.0927 0.0004
C 0.4676 1.8971 2.1618 -0.0991 -0.2577 0.0733 0.0408
H 0.2609 2.9638 2.0197 0.0380 -0.2556 -0.0059 0.0004
H 1.5264 1.7345 2.3774 0.0057 0.1431 -0.0585 0.0066
H -0.1140 1.5248 3.0107 0.0035 0.1573 -0.1724 0.0032
C 1.4550 1.3160 -0.4326 -0.1526 0.0049 -0.0131 0.0339
H 1.3062 0.8442 -1.4077 0.0901 0.0246 0.0727 0.0002
H 2.3959 0.9600 0.0020 -0.1466 -0.0188 -0.0187 0.0070
H 1.5235 2.3975 -0.5747 -0.0497 -0.1038 0.0134 0.0002
Br -2.9210 1.0763 2.2972 -0.3098 0.0918 0.4693 0.4705
```
Forces are in eV/Å.

E_LUMO (spin up / spin down) in eV: -1.87 / -5.89
E in a.u.: -4307.23621
Spin multiplicity: 5
Largest force on an atom in eV/A: 3.84
HOMO (spin up / spin down) in Ha: -0.3140 / -0.4143
Total charge: +1
ΔE to the lowest compared entry with this formula, charge and spin in kcal per mole: 0.0


2.
Below is a 3-piece molecular cluster, C24H43ClF4N3O5 overall, with properties calculated with wB97M-V/def2-TZVPD.

```
80
Properties=species:S:1:pos:R:3:forces:R:3:mulliken_charge:R:1
C -4.9483 -2.6454 2.7063 0.0818 0.0126 -0.3725 -0.8810
C -5.0724 -3.9535 1.9379 0.1773 0.0823 0.1758 -0.3064
O -3.8375 -4.6614 1.8875 -0.0545 0.0755 0.0774 -0.3970
C -2.9779 -4.2476 0.8585 0.3417 0.0819 -0.2835 -0.1318
C -1.5465 -4.5686 1.2728 -0.1123 -0.0827 0.4074 -0.8477
C -0.8757 -3.4642 2.0885 0.1085 -0.0998 -0.1454 -0.9090
C -0.5041 -2.2253 1.2698 0.4237 -0.1961 0.2028 -0.3073
C 0.8265 -2.4286 0.4967 -0.2031 -0.1947 -0.0719 -0.6798
C 0.7477 -1.9550 -0.9284 0.0141 0.1353 -0.1648 0.2698
C -0.0411 -2.6624 -1.8070 0.1109 0.1552 0.2334 -0.4032
N -0.1663 -2.2666 -3.0788 0.0358 0.0758 -0.0112 0.2691
C 0.4345 -1.1890 -3.6143 -0.0705 -0.0100 0.0551 0.4831
C 0.1930 -0.9796 -5.0793 -0.1128 -0.3345 0.0746 -1.9284
C 1.2379 -0.4197 -2.7748 -0.0471 -0.2676 0.0626 0.5129
C 1.9380 0.7898 -3.3902 -0.0245 0.0318 0.1374 0.7154
F 0.9746 1.5578 -3.9814 0.2357 0.0801 -0.1310 -0.2626
F 2.5312 1.5458 -2.4608 -0.0121 -0.1249 -0.0356 -0.3387
C 3.0025 0.4289 -4.4684 -0.0510 0.1732 -0.0853 0.0602
F 3.5388 -0.7810 -4.1701 -0.0278 -0.0081 0.0318 -0.2657
F 3.9727 1.3499 -4.4519 -0.0512 -0.0725 0.0002 -0.2702
C 1.3863 -0.8108 -1.4382 0.1643 -0.0185 -0.2279 -0.0209
C 2.1924 -0.0079 -0.4391 0.1171 0.5798 -0.0240 0.0256
O 1.8372 1.0399 -0.0078 -0.2205 -0.3861 0.3270 -0.5001
O 3.3148 -0.6875 -0.1170 -0.2550 -0.4106 -0.0141 -0.3176
Cl 3.9220 -0.3167 1.4206 0.2268 0.4817 0.0695 0.0720
H -4.3543 -2.7938 3.6059 -0.1369 -0.0293 0.1273 0.2611
H -5.9417 -2.2786 2.9606 0.0184 0.0521 0.1207 0.4014
H -4.4623 -1.8755 2.1028 0.0423 0.0236 0.0365 0.0916
H -5.7728 -4.6111 2.4481 -0.0271 -0.0863 -0.0788 0.3627
H -5.4286 -3.7661 0.9208 -0.1600 -0.0957 -0.0179 0.2825
H -3.2196 -4.7582 -0.0843 -0.1483 -0.0679 0.0493 0.2600
H -3.0817 -3.1709 0.6691 -0.0702 0.0341 0.0218 0.0436
H -1.6103 -5.4536 1.9091 0.0293 -0.1120 -0.1403 0.4483
H -0.9293 -4.8610 0.4171 -0.0087 0.0964 -0.0930 0.4433
H 0.0352 -3.8764 2.5309 0.0059 0.0980 0.1164 0.3763
H -1.5204 -3.1821 2.9214 -0.1100 -0.0146 -0.0348 0.4757
H -1.3011 -1.9818 0.5658 -0.0906 0.1663 0.1017 0.1166
H -0.3591 -1.3903 1.9535 -0.2124 0.2027 -0.1583 0.4262
H 1.0617 -3.4957 0.4661 0.0066 -0.0111 -0.0213 0.5945
H 1.6500 -1.9608 1.0265 0.0110 0.0343 0.0069 0.3434
H -0.5845 -3.5478 -1.5079 -0.0359 -0.0261 -0.0594 0.3765
H -0.7527 -2.8226 -3.6881 -0.0282 0.0075 -0.0450 0.3416
H -0.6122 -1.6327 -5.4156 -0.0305 0.0200 -0.0036 0.4772
H -0.0966 0.0396 -5.3073 0.1575 0.0613 -0.0393 0.4263
H 1.0806 -1.2738 -5.6394 0.0366 0.1439 -0.0687 0.3375
H 2.5584 0.4005 -5.4644 0.0293 -0.0340 -0.0048 0.3741
C 3.1412 3.1324 3.6042 -0.0907 -0.0308 -0.0070 -1.2759
C 3.8602 2.3346 4.6878 -0.0105 0.0938 -0.1706 0.3081
C 4.3882 3.1839 5.8499 -0.0134 -0.0789 0.1266 -0.6982
O 5.5491 3.9294 5.5548 0.0019 0.0142 -0.0879 -0.3803
C 5.3380 5.1592 4.8864 0.0801 0.0080 0.0444 -0.6365
N 4.9205 1.5346 4.0637 0.0108 -0.2222 0.0239 -0.5072
H 3.8433 3.6562 2.9560 0.0341 0.0216 0.0286 0.2744
H 2.5571 2.4641 2.9706 0.0362 -0.0139 -0.0189 0.2292
H 2.4613 3.8673 4.0384 0.0123 0.0063 0.0023 0.3604
H 3.1342 1.6385 5.1196 0.0188 0.0009 0.0597 0.3289
H 4.6783 2.5078 6.6582 0.0304 0.0146 0.0021 0.3536
H 3.6008 3.8413 6.2418 -0.0289 0.0035 -0.0681 0.4036
H 4.4104 5.6363 5.2165 -0.0186 -0.0001 -0.0147 0.2995
H 5.3125 5.0355 3.8010 -0.0628 0.0167 -0.0002 0.2275
H 6.1741 5.8108 5.1348 0.0029 -0.0085 0.0161 0.2603
H 5.3268 0.9131 4.7572 -0.0370 -0.0232 -0.0071 0.2630
H 5.6785 2.1647 3.8148 -0.0214 -0.0010 -0.0861 0.2514
C -3.9758 3.3294 -3.4997 -0.0766 -0.0363 -0.0652 -1.5318
C -2.6730 2.5965 -3.7979 -0.0371 0.1263 0.2017 0.2471
C -2.6954 1.1032 -3.4374 0.0721 -0.0414 -0.2053 0.0184
O -2.5678 0.7955 -2.0645 0.0230 -0.1060 0.0589 -0.1706
C -3.7620 0.9002 -1.3049 0.0572 0.0097 0.0466 -0.6204
N -1.5656 3.3152 -3.1638 0.0019 -0.3564 -0.0045 -0.6808
H -4.0757 3.5558 -2.4383 0.0160 -0.0331 0.0279 0.3094
H -3.9973 4.2773 -4.0343 0.0350 0.0184 0.0275 0.3785
H -4.8444 2.7459 -3.8110 0.0018 -0.0002 0.0058 0.3529
H -2.5124 2.6359 -4.8807 0.0022 -0.0331 -0.0107 0.4478
H -1.8213 0.6367 -3.9079 -0.0211 0.0348 0.0206 -0.4722
H -3.5883 0.6170 -3.8549 -0.0372 0.0462 0.0210 0.5255
H -4.6332 0.6006 -1.8940 -0.0129 0.0149 -0.0109 0.3742
H -3.9133 1.9130 -0.9280 -0.0478 0.0096 -0.0412 0.2823
H -3.6655 0.2295 -0.4521 0.0135 -0.0105 0.0094 0.0094
H -0.6927 2.8750 -3.4321 0.0548 0.1804 -0.0554 0.2076
H -1.6228 3.1600 -2.1606 -0.0618 0.1535 0.0276 0.3596
```
Forces are in eV/Å.

E_LUMO in eV: -4.53
E in a.u.: -2340.07339
Spin multiplicity: 1
Largest force on an atom in eV/A: 0.59
HOMO in Ha: -0.4025
Total charge: +1


3.
Below is an isolated ion of composition C24H43ClFN4O and charge +1, with properties calculated with wB97M-V/def2-TZVPD.

```
74
Properties=species:S:1:pos:R:3:forces:R:3:mulliken_charge:R:1
C -6.2413 4.6105 -1.0972 -0.7116 -0.3644 -0.7728 -1.0067
C -6.6899 3.1533 -0.7112 0.4927 -0.1808 0.0043 -0.4673
C -5.9131 2.5115 0.5188 -0.0336 0.5926 0.0433 -0.2992
C -5.1162 3.5453 1.4061 0.6444 -0.4520 0.3314 -0.4508
C -4.7150 2.9433 2.8254 -1.0767 -0.5822 -0.9599 -0.8437
C -3.6280 1.8123 2.6854 0.1034 0.8239 0.5825 -0.3328
C -2.1361 2.3517 2.8466 -1.3709 -1.0406 -0.2116 -0.6486
C -1.2144 1.0804 2.9984 0.0004 0.9333 -0.3213 -0.4903
C 0.2979 1.3330 2.6564 -0.0445 -0.0872 1.5447 -0.4870
C 1.1626 0.1057 3.1838 -0.0861 0.5211 -0.7925 -1.0563
C 2.1534 -0.4842 2.0760 0.1732 -0.3441 1.6023 -0.3573
C 2.0025 -2.0508 2.0623 -0.0483 0.4696 -0.1028 -1.1522
C 2.8110 -2.7855 0.9257 -1.4615 -0.2298 0.2390 -0.8191
C 2.5997 -2.2452 -0.5089 0.6575 0.2514 -1.1478 0.4955
N 3.5388 -2.4230 -1.4885 0.9158 0.2228 0.8154 0.3442
C 4.8061 -3.1224 -1.1954 -0.1325 -1.4510 -0.3810 -0.6958
C 4.4667 -4.6926 -1.1226 1.0085 0.7073 -0.5840 -0.3912
F 3.3084 -4.9192 -1.8818 0.8243 0.0124 0.9540 -0.2847
C 3.1883 -1.9063 -2.7651 -4.0467 0.5366 1.2792 -0.3800
N 3.8645 -1.9387 -3.9724 0.7157 1.2784 2.8713 -0.4394
C 4.7730 -1.0068 -4.1256 0.6732 0.7966 -1.0474 1.1058
C 4.3823 0.3752 -4.7577 0.7543 -1.2412 -0.1769 -1.0008
C 6.2814 -1.1860 -3.7601 -0.4173 -0.3825 -0.4896 -1.2838
C 1.8765 -1.3743 -2.4535 1.6238 -0.4438 -2.0173 0.1690
Cl 0.8807 -0.6160 -3.6976 0.6319 -0.7421 1.4355 -0.1437
N 1.5486 -1.5858 -1.1058 2.1367 -0.8711 -0.0427 0.5978
N 0.3961 -1.2787 -0.4120 -1.8918 0.6864 -0.5175 -0.0067
C -0.0888 0.1056 -0.6598 -0.5040 0.7869 -0.2317 -1.0672
C -0.6298 -2.2933 -0.5874 -0.0531 -1.4600 -0.4932 0.5046
C -2.0995 -2.1079 -0.0967 1.4607 0.9121 0.4357 -0.6972
O -0.2898 -3.3327 -1.1015 -0.1476 0.4071 0.3349 -0.5266
H -6.8597 4.9076 -1.9923 0.6020 -0.1276 0.8835 0.3637
H -5.1791 4.6181 -1.4502 -0.7847 0.1011 0.5584 0.2519
H -6.4221 5.3739 -0.3009 0.3012 -0.7215 -0.6533 0.2728
H -6.4775 2.4996 -1.6049 -0.4115 0.6391 0.8046 0.2569
H -7.7943 3.0917 -0.5195 1.0001 0.2837 -0.2048 0.2820
H -5.1705 1.7849 0.1032 -0.7063 0.3607 0.4913 0.1395
H -6.6575 1.9706 1.1621 0.7706 0.2944 -0.5480 0.2262
H -4.1483 3.7547 0.8677 -0.9366 0.2217 0.4107 0.1575
H -5.6772 4.5045 1.5402 0.4714 -0.8805 -0.1127 0.3466
H -5.6581 2.4488 3.2026 0.9013 0.5765 -0.1165 0.3564
H -4.4501 3.7504 3.5532 0.0380 -0.7126 -0.6233 0.3666
H -3.7755 1.3028 1.6924 0.2732 0.3369 0.9808 -0.0181
H -3.8072 1.0684 3.5073 0.2273 0.4577 -0.7932 0.3915
H -2.1598 2.9902 3.7701 0.4672 -0.4933 -0.9033 0.3684
H -1.9007 2.9705 1.9431 0.1020 -0.4210 0.8252 0.2449
H -1.6521 0.2668 2.3492 0.5291 0.6088 0.5880 -0.1513
H -1.3017 0.7367 4.0661 0.1673 0.1778 -1.0159 0.4692
H 0.6136 2.2336 3.2577 -0.3225 -0.7094 -0.7577 0.4493
H 0.4975 1.5793 1.5874 -0.3184 -0.3020 0.7757 0.4009
H 1.7332 0.4597 4.0786 -0.3418 -0.4663 -0.7729 0.3274
H 0.4501 -0.6797 3.5587 0.7411 0.5381 -0.4930 0.5329
H 3.1851 -0.2254 2.4364 -0.6987 -0.2582 -0.6352 0.4442
H 2.0125 -0.0028 1.0793 -0.0488 -0.4899 0.7973 0.3138
H 0.9028 -2.2868 2.0427 1.1172 0.0410 -0.2580 0.3268
H 2.3817 -2.4561 3.0400 -0.3265 0.3754 -0.8981 0.4964
H 3.8819 -2.8216 1.2408 -0.7889 0.2847 -0.7260 0.4132
H 2.4446 -3.8538 0.9087 0.4385 0.9442 -0.0837 0.3448
H 5.2972 -2.7518 -0.2655 -0.5561 -0.2365 -0.7300 0.4306
H 5.5230 -2.9981 -2.0367 -0.8853 0.1946 0.5441 0.2128
H 5.3092 -5.2082 -1.6457 -0.7430 0.1460 0.6045 0.3692
H 4.3846 -5.0565 -0.0714 -0.3584 0.1805 -0.9340 0.2760
H 3.7447 0.9104 -4.0117 0.4159 -0.3086 -0.6622 0.2554
H 5.3081 0.9434 -5.0375 -1.0564 -0.2981 0.4221 0.3849
H 3.7971 0.1438 -5.6901 0.3493 0.3442 1.0148 0.2923
H 6.3785 -1.0624 -2.6510 -0.1113 0.1122 -0.8064 0.2867
H 6.9436 -0.4488 -4.2830 -0.6718 -0.6737 0.5760 0.4120
H 6.6181 -2.2348 -3.9913 -0.4141 1.0030 0.1622 0.3503
H -0.7043 0.1948 -1.5976 0.7188 -0.2022 0.8056 0.3752
H -0.7580 0.4085 0.1800 0.8046 -0.2049 -0.5291 -0.0139
H 0.7846 0.8004 -0.7524 -0.8186 -0.6406 0.2713 0.5016
H -2.7178 -1.8116 -0.9798 0.3988 -0.2575 0.8606 0.2884
H -2.4138 -3.0881 0.3369 0.2003 0.9108 -0.5309 0.3682
H -2.0827 -1.3056 0.6928 -0.5253 -0.7948 -0.7722 -0.0528
```
Forces are in eV/Å.

E_LUMO in eV: -3.43
E in a.u.: -1794.20666
SMILES string: CCCCCCCCCCCCCc1n(CCF)c(N=C(C)C)c(Cl)[n+]1N(C)C(C)=O
Spin multiplicity: 1
Largest force on an atom in eV/A: 4.28
HOMO in Ha: -0.4308
Total charge: +1


- Among the records above, which one has the highest E?
  C24H43ClFN4O


- The lowest largest force on an atom belongs to which entry?
  C24H43ClF4N3O5